# 1
A molecular structure, C33H57EuN4OP2 at a distorted geometry. Source: the OMol25 dataset; level of theory: ωB97M-V/def2-TZVPD.

Output
2S+1 ... 8
Total charge ... +1
Energy above the lowest of the compared OMol25 structures with the same formula, charge and spin ... 0.0 kJ/mol
Lowest unoccupied orbital energy (alpha / beta) ... -2.435 / -2.391 eV
<S²> ... 15.760
HOMO level (alpha / beta) ... -0.303 / -0.304 hartree
Total energy ... -2978.75715 Ha
Frontier orbital gap (alpha / beta) ... 0.2137 / 0.2164 hartree

CARTESIAN COORDINATES (ANGSTROEM)
1 C 0.6228 5.0168 1.7833
2 H -3.8131 -1.5587 1.0405
3 C 2.0725 3.4460 0.5556
4 C 0.7577 1.4713 2.3911
5 H -0.9660 -1.3995 -2.4000
6 C 3.7073 -1.4561 1.8484
7 H 2.9785 -3.3827 0.1065
8 H 1.0871 4.6960 2.7267
9 C 0.8268 -3.9735 2.2908
10 C -4.1625 -1.7154 0.0028
11 H 2.1437 2.5890 -0.1240
12 C -1.3407 3.4731 3.8983
13 H 3.2174 0.2328 -3.1724
14 H 4.6485 -0.6036 3.6049
15 H -2.2346 3.7224 4.4922
16 C -0.0676 4.2711 -0.5627
17 H 2.8094 1.0808 3.9308
18 H -3.3417 1.7208 3.6901
19 H -1.8995 -2.8608 -1.9641
20 H -2.6023 2.1715 -1.9473
21 H 1.2241 2.8603 -4.8090
22 H 0.2016 -3.1440 2.6539
23 H 1.8849 -3.6820 2.3336
24 C 2.8789 2.9349 -2.6735
25 H -0.8031 4.4100 3.7311
26 H -0.0105 -4.8073 -3.5707
27 H -0.6431 -5.2096 -1.9719
28 H -3.6658 3.8980 2.5226
29 H -1.1319 4.5234 -0.4262
30 H 2.5429 3.1648 1.5081
31 C 2.7680 0.3153 3.1505
32 C -4.5846 1.2015 -2.1368
33 H -5.2240 -2.0061 0.0178
34 C -2.5034 1.4792 3.0176
35 H 2.3848 -3.1437 -2.7834
36 H 1.7047 0.0626 -4.1567
37 H -1.4572 -5.1124 -0.0948
38 C 2.5330 -1.4753 1.0921
39 H -1.7067 -4.0991 1.3576
40 H 0.4356 5.1454 -1.0053
41 H 3.6670 2.4834 -2.0539
42 H 1.2147 -2.7011 -4.0353
43 H 3.3211 3.2747 -3.6247
44 H -5.1980 1.7899 -2.7968
45 H -3.5777 -2.5279 -0.4664
46 Eu -0.9777 -0.4720 0.5164
47 H -2.9270 0.9311 2.1592
48 C 0.6133 3.8738 0.7637
49 H 2.7238 -2.0424 -1.0129
50 H 2.3543 -5.2292 0.2353
51 H -3.1775 3.2276 0.9455
52 H 0.0021 1.7391 -4.1918
53 C 0.4114 -4.4164 0.8717
54 C 1.3246 -5.5592 0.4189
55 C 1.4384 -2.6138 -2.9607
56 H -0.7161 2.8130 4.5099
57 C -3.3041 1.3876 -1.7135
58 C 0.2798 -3.2166 -2.1551
59 N 0.4463 0.6463 -1.0982
60 C 1.1776 1.3320 -1.7053
61 C 0.7343 2.5031 -3.8909
62 H -1.2312 -2.6771 -3.6016
63 H -0.0143 3.4440 -1.2856
64 C -1.0631 -4.8680 0.9021
65 N 1.5179 -0.6265 1.3214
66 H -0.3698 5.4356 1.9885
67 H 0.2215 3.3563 -3.4261
68 H 0.6778 -4.8285 2.9695
69 H 1.2440 5.8401 1.3936
70 H 2.9759 1.1734 -4.6595
71 H -1.8276 0.8123 3.5706
72 H -2.3665 4.6726 1.5975
73 H 4.4885 -2.1770 1.6221
74 C 1.8115 1.8929 -2.9917
75 H 1.5701 -1.5468 -2.7374
76 C 2.4656 0.7586 -3.7772
77 C 2.3610 -2.4857 -0.0677
78 P 0.5598 -2.9246 -0.2821
79 O -2.2690 -2.3171 3.6755
80 H 1.1216 -5.2309 -2.2881
81 C -2.8044 3.7004 1.8647
82 H 0.9358 1.9958 3.3477
83 C -4.0233 -0.4600 -0.7806
84 N -2.9561 0.3374 -0.8511
85 H 0.9482 -6.0634 -0.4774
86 C 3.7870 -0.5837 2.9407
87 C -1.0321 -2.4929 -2.5356
88 C -1.8650 -2.0184 2.6383
89 P -0.3705 2.3318 1.3791
90 H -5.9302 -0.4077 -1.6538
91 H 2.4434 3.8024 -2.1572
92 H 2.6436 4.2801 0.1200
93 C 0.1808 -4.7054 -2.4915
94 N -5.0227 0.0246 -1.5396
95 H 1.3631 -6.3116 1.2213
96 H -1.1310 -5.7749 1.5221
97 C -1.8107 2.7922 2.6099
98 C 1.6677 0.3694 2.2559

---

# 2
A molecular structure, C33H57IN2O2PtSi at a distorted geometry. Source: the OMol25 dataset; level of theory: ωB97M-V/def2-TZVPD.

Output
2S+1 ... 3
Energy above the lowest of the compared OMol25 structures with the same formula, charge and spin ... 425.0 kJ/mol
Lowest unoccupied orbital energy (alpha / beta) ... -0.002 / -0.004 eV
<S²> ... 2.007
HOMO level (alpha / beta) ... -0.135 / -0.231 hartree
Total energy ... -2257.93040 Ha
Frontier orbital gap (alpha / beta) ... 0.1346 / 0.2313 hartree

CARTESIAN COORDINATES (ANGSTROEM)
1 C 1.6553 0.8540 0.3208
2 H -4.9434 1.8830 -4.1632
3 C -1.5193 3.4115 -2.4665
4 H -3.4776 2.2010 2.1874
5 H 4.1094 -2.0983 -0.0873
6 C -5.4286 -0.1775 -0.4281
7 H -4.3060 4.6734 -2.6245
8 H -1.8959 -4.9123 0.6749
9 H -1.8672 -3.2702 1.3600
10 H -0.3145 4.6449 -0.0428
11 C 3.5436 -1.1706 0.0454
12 C -2.4336 4.5267 -0.3905
13 H -3.2449 -0.7956 2.7213
14 H -5.1716 2.9295 -0.9643
15 H -5.1254 -0.7224 -1.3311
16 H -2.8214 4.1230 -4.0261
17 H -3.4106 0.1055 -5.1632
18 C -3.1344 0.7293 -4.2895
19 C -3.9296 -0.9907 1.8844
20 H -3.3894 -4.1936 1.2934
21 H -6.0690 4.5636 -2.5586
22 C 1.5707 1.5472 -0.9032
23 H -1.2780 -2.0382 -4.6751
24 H -1.1024 3.2345 0.7553
25 H -2.6385 1.6179 -4.6931
26 C -2.0781 -2.4485 -2.7493
27 H 2.4143 -3.5291 -0.2616
28 C 2.4559 3.5334 0.1834
29 C -5.2180 2.7823 -2.0246
30 C -3.3668 -2.6554 -3.2511
31 N 1.2176 -0.4958 0.3624
32 H 1.2538 -4.9215 -1.4278
33 H -3.6606 -1.9518 1.4294
34 C -1.2119 4.2784 0.4591
35 C -4.0902 -3.6215 -1.1422
36 C 1.9723 2.8773 -0.9634
37 C -2.4663 -3.9755 0.7421
38 H -4.4843 2.8222 0.8461
39 H -0.4570 -5.0817 -0.9152
40 C 2.5141 0.7013 2.6979
41 H 1.5777 0.7106 3.2839
42 H -2.2878 -0.0764 -1.3893
43 N -0.6646 -2.3092 -0.7518
44 H -5.0884 0.3509 -3.2933
45 H 1.8597 0.2492 -2.6320
46 C -4.3583 -3.1942 -2.4471
47 C 2.6073 2.8048 1.3684
48 H -2.3262 5.4121 -1.0165
49 H -4.8291 -4.1232 -0.5169
50 H -4.9507 -1.0645 2.2836
51 C -2.0970 0.2126 -0.3658
52 H 3.2991 1.2129 3.2723
53 H -0.0444 -2.5343 -3.5073
54 H -3.2931 2.5759 -1.8909
55 C -0.9587 -1.9423 -3.6279
56 H -3.3802 4.5585 0.1750
57 C -5.1461 4.0220 -2.8449
58 H -0.6281 3.6606 -1.8803
59 H -1.9352 5.3945 -3.1338
60 H 2.7453 4.5757 0.1309
61 H -1.2829 4.8770 1.3658
62 H 3.9428 -0.6882 0.9429
63 H 3.8135 -0.5296 -0.8083
64 I -0.9159 0.7003 2.5900
65 H -1.4629 2.3616 -2.7485
66 H 1.8952 3.4146 -1.9077
67 O -2.5744 3.4147 -1.4667
68 H -0.0681 -4.3566 -2.4863
69 H -6.0070 -0.8933 0.1867
70 H 2.8170 -0.3380 2.5366
71 H -3.5353 -2.4273 -4.3144
72 C -4.2973 1.9548 1.4988
73 C -2.8063 -3.4454 -0.6145
74 H -0.6913 -0.8887 -3.4546
75 O -4.0269 1.8947 -2.2503
76 C -1.8631 4.3822 -3.5355
77 H -5.2415 3.8719 -3.9211
78 C 2.0610 -1.4843 0.0965
79 C 1.0726 0.8345 -2.1283
80 C 2.2825 1.4523 1.4344
81 H -5.3589 -3.3661 -2.8567
82 H -1.5177 1.1075 -0.4403
83 H -1.0658 4.3803 -4.2661
84 H 0.2799 0.1466 -1.8112
85 C 0.2550 -4.4445 -1.4470
86 C -1.8677 -2.7454 -1.3932
87 H 2.9939 3.3065 2.2590
88 C 0.4145 -3.1073 -0.7759
89 C 1.6410 -2.7651 -0.2393
90 H -5.2080 1.8020 2.1025
91 H -2.4556 0.1456 -3.6612
92 C -4.3778 1.1530 -3.5774
93 Si -3.8454 0.3600 0.5578
94 H -6.1366 0.6199 -0.7045
95 H 0.6728 1.5452 -2.8617
96 Pt -0.8531 -0.8297 0.5397
97 H -6.0620 2.1398 -2.2904